Molecular formula: C49H42InN6O2Sb
Method: DFT, ωB97M-V/def2-TZVPD

HOMO level   -12.549 eV
Charge   +2

XYZ file:
```
101
Properties=species:S:1:pos:R:3:forces:R:3
Sb 1.082251 -0.982875 0.280581 0.12 0.17 -0.06
In -1.038579 1.231309 -0.368836 -0.42 0.41 0.56
O -2.733141 0.092863 0.354220 0.08 -0.31 -0.19
O -4.276460 -0.707713 2.293495 0.07 0.13 -0.09
N -1.587225 -0.295787 -1.855565 0.45 0.00 -0.43
N -2.601514 2.491010 -1.699286 -0.15 -0.10 -0.21
N -2.364353 -1.320831 -1.458296 -0.14 0.28 0.18
N 0.254889 1.685592 -2.289996 -0.16 -0.25 0.34
N -1.017111 3.515083 0.094636 0.12 0.06 -0.30
N -0.844636 1.727189 1.949914 0.31 -0.04 0.00
C -4.905942 -2.954434 2.298212 0.02 -0.04 -0.04
C 1.932245 2.682266 -3.653718 -0.02 0.02 -0.09
C 4.751485 -0.323026 -2.003338 -0.01 0.03 0.05
C 2.545693 -1.018591 -1.283416 -0.01 -0.11 -0.06
C -3.537624 1.922956 -2.461968 0.05 0.12 0.12
C 0.098419 -3.569865 1.726604 -0.01 -0.07 -0.09
C 0.895001 -5.801235 1.220436 0.00 -0.01 0.01
C -3.611135 -3.413709 -0.116835 -0.02 -0.05 -0.01
C -0.023572 2.216962 4.540912 0.01 0.00 0.01
C 1.722350 -3.932956 -0.030591 -0.04 -0.08 0.15
C 4.583175 -1.018191 -3.190458 -0.01 0.00 -0.02
C -0.390848 2.939832 2.299410 0.07 -0.06 -0.13
C -1.081276 -0.212826 -3.025786 0.20 0.02 0.14
C -0.910156 0.773972 2.873538 -0.09 0.01 0.05
C -0.458432 3.957924 1.218691 0.01 -0.03 0.07
C -4.243007 -4.452201 0.522361 0.00 0.02 0.00
C 2.370300 -1.722506 -2.483225 0.02 -0.01 0.04
C 0.574703 0.908680 -4.511503 0.05 -0.07 -0.09
C 3.103107 -2.258798 2.885143 0.04 0.00 0.00
C 2.437522 1.289843 1.636524 -0.08 0.05 0.08
C -0.513606 0.974519 4.185340 0.00 0.01 -0.02
C 3.739871 -0.330036 -1.055628 0.00 0.05 -0.08
C -2.878964 -1.054297 -0.248829 0.08 -0.01 -0.03
C 2.318483 -0.091699 1.771562 0.05 -0.14 0.03
C 0.915337 -3.070166 0.707944 0.05 0.01 -0.02
C -0.067716 0.837635 -3.287183 -0.16 -0.04 0.14
C 3.081374 -0.761425 2.738683 -0.03 0.02 0.03
C -4.897776 -4.211367 1.733758 0.00 0.00 0.00
C -0.744877 -2.677535 2.585575 -0.05 0.00 -0.05
C 1.231645 2.578234 -2.469176 -0.13 -0.13 0.09
C -1.051213 5.706218 -0.799695 0.02 0.04 0.04
C -3.849188 3.930505 -3.699085 -0.02 -0.01 -0.02
C 3.273890 2.032936 2.454681 -0.05 0.00 0.01
C -3.602555 -2.120563 0.434862 -0.03 0.05 -0.04
C 0.028707 3.221592 3.584556 0.00 0.00 0.04
C 3.886591 0.006148 3.580860 0.00 0.02 -0.02
C -1.386392 4.364107 -0.868619 -0.07 -0.05 -0.05
C -0.099577 5.289906 1.362826 0.02 -0.01 0.02
C 1.711159 -5.296961 0.222041 0.02 0.05 -0.01
C 0.102779 -4.941412 1.963568 -0.04 0.03 0.00
C 3.407370 -1.711237 -3.416866 -0.02 0.06 -0.01
C -2.302278 3.781747 -1.890108 0.09 -0.07 0.00
C 1.586106 1.838093 -4.697288 -0.01 -0.04 -0.01
C -4.253739 -1.898955 1.662901 0.01 -0.01 0.06
C -0.366320 6.159619 0.318397 -0.01 -0.01 -0.01
C -2.894452 4.530880 -2.892131 0.02 0.03 0.02
C 1.152750 -2.544910 -2.823271 -0.04 0.08 0.03
C 3.986460 1.382374 3.449380 0.01 -0.01 -0.01
C -4.194372 2.610576 -3.468323 -0.02 0.00 -0.01
H 3.896622 0.201440 -0.126118 0.02 -0.04 -0.03
H 5.673133 0.207211 -1.803982 0.00 0.00 0.00
H -4.958602 2.116104 -4.050141 0.00 0.00 -0.01
H 2.392167 -3.551312 -0.785347 0.05 0.03 -0.03
H -1.305387 -0.949734 -3.790043 -0.04 0.04 -0.05
H 0.304335 2.412602 5.552483 0.00 0.00 0.01
H 1.889623 1.803341 0.848599 -0.04 0.03 -0.03
H 0.296600 0.219074 -5.297023 0.00 0.02 -0.04
H -3.804951 -0.063222 1.732195 -0.07 -0.10 0.09
H -5.409963 -5.020290 2.237559 0.00 -0.01 0.01
H -3.780262 0.891621 -2.243839 0.02 -0.05 -0.01
H -2.640238 5.570109 -3.036363 0.01 0.01 0.00
H -0.593348 0.171290 4.903335 -0.01 -0.01 0.00
H 2.724478 3.409366 -3.752049 0.02 0.01 -0.01
H -4.238839 -5.442533 0.090692 -0.01 -0.01 -0.01
H 0.382612 4.205853 3.852786 0.01 0.00 -0.02
H 4.638709 1.940298 4.107695 0.01 0.00 0.01
H 0.679649 -2.158986 -3.725408 -0.04 0.00 -0.07
H 2.173173 -2.647465 3.303830 0.00 0.01 -0.01
H 5.371986 -1.035509 -3.930180 0.01 0.00 -0.01
H 1.460423 3.222801 -1.628627 -0.02 0.00 0.03
H 2.346185 -5.956847 -0.353124 0.01 0.00 -0.01
H -3.102298 -3.572838 -1.057152 -0.01 0.00 0.01
H -1.338580 6.397505 -1.576885 -0.01 0.00 -0.01
H 3.914879 -2.560245 3.544035 -0.01 0.00 0.02
H 0.358620 5.651818 2.270569 0.01 -0.01 0.01
H 3.254537 -2.748799 1.923192 0.02 0.00 0.05
H 1.436650 -3.574984 -3.041599 0.00 -0.02 0.04
H -0.088104 7.201642 0.397515 0.00 0.01 0.00
H 0.405825 -2.582138 -2.028627 -0.03 0.06 -0.04
H -0.530189 -5.337381 2.748000 0.00 -0.01 0.01
H 4.470901 -0.497043 4.340784 0.01 -0.01 0.01
H 0.880138 -6.862601 1.427484 -0.01 -0.01 0.00
H -5.411515 -2.755450 3.232314 -0.01 0.00 0.03
H 3.287550 -2.273597 -4.335657 -0.01 -0.01 -0.01
H -1.319239 -0.169129 2.548283 0.02 -0.03 0.00
H 3.373116 3.101974 2.315242 -0.01 0.01 0.00
H 2.105238 1.896116 -5.644410 0.00 -0.01 0.00
H -1.435429 -3.253870 3.198898 0.01 0.00 0.03
H -1.349083 -2.020415 1.960429 -0.06 0.04 -0.02
H -4.331658 4.498020 -4.483270 0.00 0.00 0.00
H -0.125086 -2.068253 3.251286 0.00 0.02 0.00
```
Positions in Å, forces in eV/Å.

---

Molecular formula: C23H38ClIrN5O2
Method: DFT, ωB97M-V/def2-TZVPD

2S+1   6
⟨S²⟩   8.78
Relative energy (zero: lowest compared OMol25 entry of this formula, charge and spin)   0.000 eV
HOMO level (spin up / spin down)   -19.127 / -20.582 eV
Charge   +4

XYZ file:
```
70
Properties=species:S:1:pos:R:3:forces:R:3
Ir 0.682830 0.436810 1.593495 0.01 -0.24 -0.19
Cl -7.923782 8.078816 -3.138265 -0.16 0.25 -0.23
O 1.149508 3.508437 1.615475 0.23 0.00 0.16
O -5.855309 1.685057 -0.744145 -0.47 -0.32 -0.13
N 1.569698 -0.878059 3.120040 -0.23 0.45 0.08
N -3.576026 0.992197 0.949416 -0.12 0.15 0.01
N -1.441345 0.619861 1.024255 0.05 0.41 -0.03
N 1.941779 -0.701378 0.229357 -0.04 0.27 -0.09
N -3.096178 1.466304 -0.227445 0.03 -0.12 0.23
C -7.828080 0.729054 2.399208 0.35 0.20 -0.01
C -5.738257 5.102659 -1.845167 0.05 -0.05 0.11
C 0.516438 -1.709391 3.761078 0.21 -0.07 0.05
C -6.826124 6.159823 0.082734 0.02 -0.09 0.03
C 2.435325 0.114541 -0.913380 0.06 -0.18 0.00
C -7.766549 0.876034 0.906017 -1.29 -0.77 0.22
C 2.229551 -0.012226 4.143447 0.07 -0.24 0.04
C -5.954503 5.171074 -0.448526 0.06 0.04 0.06
C -6.140998 3.177115 1.166965 -0.23 -0.18 -0.01
C -2.585096 0.501462 1.690941 0.09 -0.24 -0.03
C 1.134604 2.390808 1.714842 -0.34 -0.01 -0.16
C 3.072269 -1.067562 1.130677 0.02 -0.07 -0.09
C 1.217388 -1.893332 -0.282742 0.11 0.02 -0.01
C -5.009376 0.825110 1.268579 -0.23 -0.26 0.05
C 2.582808 -1.722317 2.405632 0.04 -0.09 0.18
C -7.709120 -0.425328 0.151535 0.45 0.17 -0.09
C -5.991605 1.769407 0.571491 1.14 0.86 -0.06
C -1.812752 1.240866 -0.144500 -0.09 -0.16 -0.05
C -5.225010 4.253292 0.505158 -0.10 -0.03 -0.10
C -6.339528 5.991329 -2.689615 -0.10 0.11 0.09
C -7.204517 6.993386 -2.137973 0.15 -0.23 0.18
C -8.806957 1.806186 0.337804 0.37 0.35 -0.01
C -7.442178 7.061713 -0.729084 0.02 -0.02 -0.13
H -0.178178 -1.062395 4.292808 0.00 0.02 0.00
H -4.371678 3.798887 0.001566 -0.02 -0.03 0.02
H 0.966858 -2.396595 4.480452 0.02 -0.01 0.01
H -5.104585 0.952247 2.344205 -0.02 -0.01 0.01
H 3.002046 0.965883 -0.543398 -0.02 0.02 0.01
H -5.056903 4.362862 -2.249865 0.02 0.02 0.02
H -6.932442 -1.112644 0.481998 -0.06 0.00 0.04
H 3.441808 -1.881188 3.060278 -0.04 -0.04 0.05
H -6.431485 2.305867 -1.221582 0.10 0.06 -0.01
H 2.708913 -0.639139 4.897735 -0.01 -0.03 0.02
H 0.420461 -1.568297 -0.948185 0.00 0.01 0.00
H -7.646920 -0.293826 -0.926639 -0.06 -0.01 0.00
H -8.663159 -0.914039 0.379601 -0.02 -0.02 -0.03
H -6.984265 6.219384 1.153504 0.03 -0.01 -0.01
H -6.166644 5.973473 -3.758190 -0.03 0.01 0.00
H -1.129445 1.493153 -0.940928 0.00 0.05 0.05
H -8.605410 2.131379 -0.685584 -0.02 -0.07 0.00
H -8.090929 7.834361 -0.336219 0.00 0.00 -0.03
H 0.794449 -2.473474 0.534927 -0.02 0.01 0.00
H -7.223479 -0.091714 2.781063 -0.03 0.00 -0.01
H 3.754577 -1.747360 0.612743 0.00 0.00 -0.04
H 2.990720 0.606984 3.672488 -0.01 0.01 -0.02
H -9.019505 2.666643 0.969752 -0.01 -0.03 0.00
H 3.083540 -0.491611 -1.550273 0.02 -0.01 0.02
H -8.880093 0.495213 2.611831 0.01 -0.05 0.02
H -9.725445 1.213932 0.285317 -0.02 -0.01 -0.02
H 1.485772 0.615243 4.628533 -0.02 0.03 -0.03
H -5.278214 -0.199708 1.022404 0.08 0.00 -0.07
H -4.838656 4.872338 1.316711 0.04 0.02 -0.02
H -7.175750 3.512104 1.103196 0.01 -0.02 0.02
H 1.589683 0.453227 -1.509310 0.00 0.01 0.01
H -5.915402 3.096852 2.228642 0.01 0.05 0.01
H -0.008273 -2.291501 3.004518 -0.01 0.00 -0.01
H -7.619724 1.645597 2.953556 -0.05 0.01 -0.04
H 2.148499 -2.702190 2.216592 -0.05 0.02 -0.05
H 1.905286 -2.529548 -0.844726 0.01 -0.01 0.00
H -2.718492 0.035542 2.655523 0.01 0.07 0.01
H 3.632554 -0.155590 1.347549 -0.02 0.02 -0.01
```
Positions in Å, forces in eV/Å.

---

Molecular formula: C34H18Cl2MgN8S3
Method: DFT, ωB97M-V/def2-TZVPD

Relative energy (zero: lowest compared OMol25 entry of this formula, charge and spin)   2.024 eV
HOMO level (spin up / spin down)   -0.153 / -0.154 eV
Charge   -2

XYZ file:
```
66
Properties=species:S:1:pos:R:3:forces:R:3
Cl -1.344727 -3.956327 -3.742972 1.68 -0.02 -1.16
Cl 0.997437 -2.495974 -5.223949 -0.54 -0.55 0.74
S -2.945634 -0.813528 -1.614241 -0.28 -1.01 0.76
S -3.368338 1.859834 -2.622936 0.68 0.52 -0.14
S -0.582675 0.570590 -2.484470 1.09 0.77 -0.39
Mg -0.150565 0.357212 -0.129892 -0.28 -0.79 -0.04
N -1.678994 0.541038 1.367978 0.47 0.48 0.94
N -2.155177 -1.810831 1.641885 -0.14 0.10 1.43
N 2.028485 0.085343 -0.267993 -1.36 0.32 0.33
N -0.029907 -1.686469 0.470551 -0.13 0.35 1.91
N 2.460436 2.422055 -0.572991 -1.17 0.15 0.14
N -1.672866 2.959837 1.936433 1.11 -1.83 -2.91
N 2.157588 -2.311218 -0.396295 -0.04 0.40 0.54
N 0.295695 2.254143 0.545160 -1.99 0.43 0.25
C -3.642175 -0.021926 2.423369 0.58 2.14 -0.02
C -4.355672 2.262987 3.078546 -2.08 -1.22 0.58
C 1.283649 4.319261 0.429708 -2.25 -2.28 -0.23
C -5.600033 1.664169 3.476765 -0.74 1.41 1.14
C 1.584760 6.597415 0.367553 0.71 0.08 -0.82
C 2.581354 -1.075704 -0.636309 0.30 -0.41 0.36
C -5.863410 0.330746 3.235466 0.24 -0.35 0.24
C 0.038410 4.501906 1.107409 0.15 -0.85 -1.24
C -3.426049 1.405855 2.604214 0.44 -2.02 -0.96
C -2.291975 0.607471 -2.225773 -1.37 -0.13 -0.22
C -1.429821 -4.854425 1.546173 -0.72 0.39 0.56
C 2.029073 5.316007 -0.036324 1.16 2.65 0.19
C -0.592966 3.178428 1.103868 0.64 -0.53 2.55
C -1.004771 -2.300510 1.270879 1.70 -0.19 -2.56
C -2.178967 1.700665 1.922881 0.68 0.00 0.07
C 4.414092 -1.664229 -2.349529 1.91 -0.03 0.08
C 1.018565 -2.516300 0.244089 -1.38 -1.43 0.01
C 2.691163 1.133660 -0.805611 0.29 -0.19 0.97
C 5.199288 -1.070264 -3.377223 -2.48 0.07 3.13
C 0.492294 -3.881159 -4.190858 -1.03 -0.21 -0.27
C -0.913829 -6.084558 1.250352 0.45 -1.91 -0.28
C 1.177136 -5.136840 0.638409 0.57 -0.68 -0.83
C -4.893140 -0.496656 2.639932 -0.84 -1.27 0.69
C -2.409470 -0.531229 1.794047 -0.97 1.23 -1.11
C 3.776257 -0.833218 -1.415486 -0.65 0.94 -2.18
C 1.349647 2.892883 0.057582 2.17 0.44 0.15
C -0.656273 -3.714031 1.389774 1.32 -0.76 -2.88
C 5.195471 0.294187 -3.507305 1.43 2.14 -0.55
C 0.615278 -3.890597 0.662344 -1.91 1.67 2.53
C 4.511107 1.167406 -2.655941 0.50 -1.02 1.36
C 0.389693 -6.268557 0.828078 0.38 1.59 0.86
C -0.458889 5.755249 1.386161 -0.21 0.46 0.94
C 0.386759 6.807442 1.037838 0.00 0.05 0.27
C 3.798980 0.587603 -1.586305 0.28 -0.38 -1.56
H 4.571775 -2.751833 -2.195076 -0.78 0.74 -0.06
H 2.928529 5.119033 -0.636586 -0.49 0.27 0.31
H -6.417141 2.217252 4.080504 1.53 -0.51 -1.34
H -6.800146 -0.130673 3.587688 0.41 0.41 -0.39
H 0.834231 -7.232920 0.803338 0.19 -0.73 -0.28
H -2.465132 -4.849105 1.838513 -0.22 0.53 0.31
H 2.213178 -5.257956 0.397573 0.48 0.03 -0.46
H -4.163447 3.301725 3.006463 -0.02 0.91 0.39
H 5.933261 0.742539 -4.215969 -0.86 -0.32 0.35
H 2.157447 7.476827 0.083806 0.02 -0.08 0.01
H 0.824020 -3.787208 -3.171436 0.89 0.23 -0.08
H 5.878280 -1.670248 -3.854881 1.30 -1.29 -1.65
H 0.891062 -4.769606 -4.745210 -0.97 0.61 0.86
H 4.689490 2.234682 -2.622115 -0.35 0.06 -0.60
H 0.123683 7.822029 1.307437 -0.08 0.07 -0.08
H -5.156228 -1.538263 2.443952 0.22 0.24 -0.06
H -1.415997 5.943399 1.937120 0.94 -0.41 -0.79
H -1.453137 -7.028496 1.339845 -0.54 0.52 0.20
```
Positions in Å, forces in eV/Å.

---

- Which of these has the highest charge?
  C23H38ClIrN5O2